{"formula": "C9H14", "method": "wB97M-V/def2-TZVPD", "symbols": ["C", "C", "C", "C", "C", "C", "C", "H", "H", "H", "H", "H", "H", "H", "H", "C", "C", "H", "H", "H", "H", "H", "H"], "xyz": [[-1.741, 0.926, -1.809], [-0.397, 0.336, -1.448], [0.812, 0.963, -1.660], [2.007, 0.505, -1.086], [1.925, -0.779, -0.537], [0.730, -1.465, -0.314], [-0.454, -0.874, -0.733], [-2.292, 0.109, -2.271], [-1.621, 1.834, -2.409], [-2.244, 1.317, -0.919], [0.836, 1.837, -2.303], [2.948, 1.029, -1.093], [2.891, -1.243, -0.350], [0.818, -2.466, 0.086], [-1.343, -1.478, -0.613], [-0.325, 0.201, 2.681], [-1.599, -0.144, 3.502], [0.517, 0.331, 3.357], [-0.088, -0.450, 1.840], [-0.524, 1.162, 2.194], [-1.889, 0.561, 4.278], [-2.338, -0.195, 2.699], [-1.483, -1.032, 4.137]], "forces_ev_per_a": [[0.80, 0.47, -0.10], [-1.05, -0.64, 1.06], [0.78, 0.93, 0.12], [-1.70, -1.46, -0.27], [1.13, 0.36, 0.30], [0.81, 0.54, -0.89], [1.14, -0.53, -0.25], [-0.52, 0.56, -0.20], [-0.15, -0.47, -0.50], [-0.07, -0.51, 0.08], [-0.12, 0.25, 0.27], [0.06, 0.11, -0.42], [-0.27, -0.16, 0.52], [-0.40, 0.00, 0.12], [-0.42, 0.49, 0.01], [-0.46, 0.98, 0.89], [0.75, -0.38, -0.64], [0.32, -0.06, -0.27], [-0.13, -0.40, 0.56], [0.22, 0.09, 0.15], [0.12, 0.78, -0.50], [-0.67, -0.49, 0.81], [-0.16, -0.42, -0.85]], "lowdin_charge": [-0.053, -0.287, -0.059, -0.065, -0.107, -0.110, -0.073, 0.079, 0.076, 0.080, 0.107, 0.098, 0.098, 0.104, 0.114, -0.158, -0.161, 0.058, 0.027, 0.064, 0.054, 0.058, 0.058], "smiles": "Cc1ccccc1.CC", "fmax_ev_per_a": 2.26, "relative_energy_kj_mol": 79.90, "homo_energy_ev": -8.939, "energy_ev": -9559.3534}